<P>
A molecular structure, C36H45N5O4PS2Ti, computed with ωB97M-V/def2-TZVPD.

Summary:
- LUMO level: -2.556 eV
- Gap between HOMO and LUMO: 0.2785 Ha
- Net charge: +1
- HOMO level: -10.1 eV

Geometry as XYZ:
```
94
Properties=species:S:1:pos:R:3:mulliken_charge:R:1
Ti 0.96 -0.71 0.59 0.9076
S 3.95 0.66 3.17 -0.5588
S 0.08 -1.02 3.27 -0.0126
P -2.22 -0.16 0.29 2.3917
O -0.09 0.22 2.43 -0.2369
O -0.81 -2.09 2.23 0.0980
O 1.42 -1.53 2.92 -0.4027
O 1.78 2.53 1.38 -0.1604
N 1.39 -2.96 0.63 -0.1363
N 4.73 3.21 2.68 0.0591
N 5.74 2.26 4.36 -0.1711
N 3.19 -1.00 0.49 -0.3719
N 0.82 -0.44 -1.06 1.0998
C 4.82 2.08 3.40 0.3607
C -4.08 -2.56 3.78 -0.6882
C -2.39 2.30 1.54 -0.4392
C -2.93 1.51 0.53 0.2143
C -3.97 2.02 -0.25 -0.3318
C -2.88 3.58 1.77 -0.7442
C 0.00 2.71 -1.08 -1.0917
C 0.52 -0.22 -2.42 0.0790
C -3.17 -0.82 -1.13 0.3454
C 3.66 -2.25 1.11 -0.6920
C 0.16 1.30 -4.27 -0.9803
C -0.24 0.26 -5.08 -1.3047
C -2.74 -2.71 3.47 -0.3637
C 0.99 2.33 -2.18 0.4003
C 0.16 -1.29 -3.26 0.6743
C 1.83 1.41 1.26 -0.1342
C 0.55 1.10 -2.95 0.5449
C 5.54 4.30 3.22 -0.5076
C -4.44 3.31 -0.03 -0.7370
C -3.60 -0.73 -3.50 -0.7847
C -4.48 -1.80 -3.39 -0.8245
C -4.70 -2.38 -2.15 -0.7090
C -3.90 4.09 0.98 -0.6224
C 2.81 -3.37 0.56 -0.6703
C -0.22 -1.02 -4.57 -1.2423
C -2.94 -0.25 -2.38 -0.6027
C -0.77 -3.16 -1.78 -1.2111
C -2.19 -1.96 2.44 -0.5561
C -4.86 -1.65 3.06 -0.7635
C -2.95 -1.07 1.69 -0.1022
C -4.29 -0.92 2.04 -0.1933
C 1.67 -3.16 -2.61 -1.3666
C 2.47 2.25 -1.77 -1.4540
C -4.05 -1.89 -1.03 -0.9154
C 6.33 3.59 4.35 -0.4843
C 0.22 -2.76 -2.87 0.6416
H -1.59 1.91 2.16 0.3837
H -5.24 3.69 -0.65 0.4452
H -4.24 -2.35 -0.07 0.3398
H 4.92 5.10 3.61 0.3043
H -4.90 -0.22 1.48 0.4905
H 2.69 1.40 -1.13 0.1358
H -3.41 -0.27 -4.47 0.4980
H -5.38 -3.21 -2.06 0.4315
H 3.53 -2.15 2.19 0.2806
H 0.95 3.15 -2.90 0.6756
H 1.75 -4.19 -2.24 0.4312
H 1.05 -3.18 1.57 0.3879
H -4.52 -3.14 4.58 0.4157
H 3.09 2.15 -2.66 0.4545
H -2.24 0.57 -2.49 0.4384
H 3.70 -0.22 0.90 0.1149
H -0.68 -2.57 -0.87 -0.1842
H -4.99 -2.17 -4.27 0.3977
H -0.50 -1.86 -5.21 0.4430
H -0.54 0.44 -6.10 0.4444
H 2.26 -3.09 -3.52 0.5462
H -0.98 2.90 -1.52 0.4204
H 3.39 -1.01 -0.51 0.2463
H 6.20 4.71 2.46 0.3074
H 0.82 -3.51 -0.01 0.1352
H -4.41 1.42 -1.03 0.4127
H -1.79 -3.03 -2.13 0.1770
H 3.97 3.35 2.04 0.1214
H 0.32 3.61 -0.56 0.4873
H -4.28 5.09 1.15 0.4006
H 3.07 -3.54 -0.48 0.1508
H 7.40 3.54 4.12 0.2873
H 0.18 2.31 -4.66 0.4370
H -5.90 -1.52 3.31 0.4546
H 6.00 1.51 4.97 0.1902
H 6.20 4.09 5.31 0.2915
H -0.14 1.92 -0.34 -0.3643
H 2.78 3.16 -1.26 0.3784
H -2.11 -3.39 4.02 0.5139
H 4.72 -2.43 0.91 0.6024
H -0.64 -4.22 -1.53 0.5817
H 2.13 -2.49 -1.88 -0.1462
H -0.09 -3.31 -3.76 0.8086
H -2.45 4.18 2.56 0.4623
H 2.98 -4.30 1.10 0.5194
```

<Q>
A molecular structure, C36H45N5O4PS2Ti, computed with ωB97M-V/def2-TZVPD.

Summary:
- LUMO level: -2.658 eV
- Gap between HOMO and LUMO: 0.2783 Ha
- Net charge: +1
- HOMO level: -10.2 eV

Geometry as XYZ:
```
94
Properties=species:S:1:pos:R:3:mulliken_charge:R:1
Ti -0.09 -0.83 -0.86 -0.5168
S 2.17 0.15 0.73 2.6763
S 1.65 -1.45 -2.84 -0.3656
P -0.06 1.69 2.65 0.5748
O 1.05 -0.57 1.36 -0.3571
O 1.61 0.75 -0.51 -0.8337
O -1.60 2.26 -0.37 -0.2195
O 3.32 -0.69 0.49 -1.0453
N 4.01 -0.27 -2.14 -0.0393
N -1.42 -1.54 0.79 -0.0351
N 0.81 -2.75 -0.21 -0.1845
N -1.16 -1.22 -2.11 1.4049
N 3.03 0.61 -3.88 -0.1227
C -1.82 -1.25 4.83 -0.7336
C -1.75 -0.34 -4.32 0.3412
C -1.77 5.45 4.70 -0.5050
C -2.33 -3.89 -2.94 0.3980
C -2.22 -2.92 -5.21 -0.8392
C 4.13 1.53 -3.65 -0.6175
C 1.76 2.04 2.71 -0.0260
C -3.01 1.33 -2.97 -1.5164
C -1.96 -0.61 -5.66 -0.8950
C -0.49 1.72 -3.42 -1.2951
C -1.10 3.15 4.88 0.0338
C -1.10 1.26 -0.25 0.4644
C -0.76 -1.88 5.47 -0.6208
C -2.14 -1.90 -6.13 -1.2947
C 0.24 -3.32 1.03 -1.0175
C 2.94 -0.32 -2.93 0.2044
C 0.78 -0.31 4.50 -0.4676
C 0.53 -1.41 5.31 -0.6563
C -1.11 -4.57 -2.32 -1.0888
C -1.81 1.12 -3.90 0.5586
C -1.42 5.45 3.36 -0.7166
C 4.86 0.88 -2.45 -0.4119
C -1.57 -0.15 4.02 -0.3461
C 2.27 2.97 3.62 -0.5132
C -2.02 -2.71 -3.85 0.4378
C 4.04 1.66 1.94 -0.6369
C -0.74 3.14 3.53 -0.0265
C 2.67 1.40 1.87 -0.1492
C -1.24 -2.98 1.10 -0.2767
C -3.39 -3.53 -1.90 -1.5714
C -0.91 4.30 2.78 -0.2833
C 4.51 2.60 2.84 -0.8670
C -1.66 -1.42 -3.40 0.0532
C 3.63 3.25 3.68 -0.8185
C -0.27 0.33 3.84 0.3368
C -1.62 4.30 5.46 -0.7728
H -3.06 -2.68 -1.30 0.0665
H 4.77 1.61 -4.53 0.3344
H -2.00 0.23 -6.36 0.4229
H -2.79 -4.63 -3.60 0.7269
H -2.83 -1.61 4.97 0.4494
H -2.40 0.34 3.52 0.4280
H -1.18 -0.99 1.62 -0.4276
H -2.96 0.70 -2.08 0.1191
H 3.98 -0.70 -1.23 0.3476
H 1.79 -2.53 -0.07 0.3178
H -1.64 -3.23 2.08 0.4914
H -0.63 2.74 -3.08 0.4443
H 1.36 -1.89 5.81 0.4259
H 1.79 0.05 4.38 0.4357
H 5.57 2.80 2.90 0.4244
H -1.55 6.35 2.77 0.4102
H 3.99 3.97 4.40 0.4415
H -3.09 2.37 -2.66 0.4320
H 4.71 1.11 1.30 0.5890
H -3.93 1.06 -3.50 0.3821
H -2.05 1.67 -4.81 0.6795
H -0.01 1.15 -2.62 0.3351
H -0.96 2.26 5.48 0.3982
H -0.28 -4.63 -3.02 0.3375
H -4.32 -3.25 -2.38 0.4379
H 0.39 -4.40 1.08 0.6714
H 1.59 3.49 4.28 0.4516
H -2.39 -1.37 0.57 0.4396
H -3.58 -4.38 -1.24 0.3982
H -1.36 -5.58 -2.00 0.5081
H 0.21 1.74 -4.26 0.2119
H -2.28 -2.09 -7.19 0.3889
H -2.46 -3.92 -5.55 0.4359
H -0.65 4.30 1.73 0.3765
H 5.86 0.55 -2.72 0.3822
H 4.93 1.55 -1.60 0.1616
H 0.79 -3.41 -0.98 0.4191
H -0.79 -4.02 -1.44 -0.3849
H 2.27 0.77 -4.51 0.2719
H 3.75 2.53 -3.41 0.3085
H -1.80 -3.55 0.35 0.1948
H -1.89 4.29 6.50 0.4292
H -2.18 6.34 5.16 0.3968
H 0.76 -2.86 1.87 0.2860
H -0.95 -2.74 6.11 0.4023
```

Which of them is the most stable, and which is the least stable? <Q> and <P>, in that order.

<P>
A gas-phase ion, C6H9N2 (charge +1), computed with ωB97M-V/def2-TZVPD.

Summary:
- LUMO level (spin up / spin down): -5.235 / -5.235 eV
- Gap between HOMO and LUMO (spin up / spin down): 0.2820 / 0.2821 Ha
- Net charge: +1
- SMILES: C=C1C=CC(=[NH2+])N1C
- HOMO level (spin up / spin down): -12.9 / -12.9 eV

Geometry as XYZ:
```
17
Properties=species:S:1:pos:R:3:mulliken_charge:R:1
N -0.02 0.53 0.05 -0.1290
N 2.26 -0.60 0.69 -0.2798
C 0.43 -1.73 -0.59 -0.6404
C 1.13 -0.74 0.12 0.6686
C -2.23 0.61 -1.00 -0.9763
C 0.25 1.69 0.88 -1.0171
C -0.89 -1.46 -0.75 -0.5847
C -1.10 -0.02 -0.58 0.9004
H 0.80 -2.77 -0.52 0.3590
H -2.23 1.68 -0.94 0.3006
H -1.61 -2.03 -1.26 0.4463
H -0.61 1.99 1.41 0.3990
H -3.09 0.18 -1.48 0.3086
H 2.75 -1.49 0.85 0.3074
H 1.02 1.39 1.62 0.3044
H 0.75 2.42 0.35 0.3810
H 2.39 0.34 1.16 0.2518
```

<Q>
A gas-phase ion, C6H9N2 (charge +1), computed with ωB97M-V/def2-TZVPD.

Summary:
- LUMO level: -4.148 eV
- Gap between HOMO and LUMO: 0.2663 Ha
- Net charge: +1
- SMILES: N/C=C\C=C=C=C[NH3+]
- HOMO level: -11.4 eV

Geometry as XYZ:
```
17
Properties=species:S:1:pos:R:3:mulliken_charge:R:1
N -3.00 0.49 0.15 -0.3933
N 0.93 -1.33 -0.97 -0.3982
C -0.51 0.77 -0.04 0.4600
C -1.54 -0.09 0.14 -0.9907
C 1.73 -1.07 0.13 -0.0746
C 2.41 0.09 0.44 -0.4066
C 0.60 1.37 -0.05 0.0201
C 1.93 1.41 0.31 -0.3828
H -1.46 -1.05 -0.11 0.3775
H -3.11 1.14 0.94 0.3857
H 0.70 -0.64 -1.61 0.2725
H 0.46 -2.17 -0.98 0.2220
H 3.31 0.05 1.06 0.3127
H -3.32 1.01 -0.75 0.3795
H -3.76 -0.27 0.11 0.3922
H 2.54 2.22 0.53 0.4809
H 2.08 -1.92 0.70 0.3428
```

<R>
A gas-phase ion, C6H9N2 (charge +1), computed with ωB97M-V/def2-TZVPD.

Summary:
- LUMO level: -3.804 eV
- Gap between HOMO and LUMO: 0.3442 Ha
- Net charge: +1
- SMILES: [NH3+][C@]12C=CCCC1=N2
- HOMO level: -13.2 eV

Geometry as XYZ:
```
17
Properties=species:S:1:pos:R:3:mulliken_charge:R:1
N 2.48 0.07 0.32 -0.3606
N 0.62 -1.34 -1.09 -0.5626
C 0.97 -0.24 -0.12 0.4537
C -1.01 1.17 -0.46 -0.6093
C -1.93 0.01 -0.25 -0.8917
C 0.30 1.06 -0.30 -0.6298
C -1.32 -1.21 0.60 -0.4431
C -0.03 -1.35 0.00 0.4554
H 0.85 1.89 -0.41 0.4519
H -1.13 -0.81 1.69 0.2975
H 2.90 0.78 -0.23 0.3660
H -1.37 2.09 -0.67 0.5005
H -2.07 -1.93 0.40 0.3298
H 2.63 0.29 1.31 0.3790
H 3.22 -0.67 0.37 0.3925
H -2.33 -0.25 -1.31 0.3483
H -2.76 0.44 0.17 0.5227
```

Which of them is the most stable, and which is the least stable? <P> and <Q>, in that order.

<P>
A molecular structure, C25H31BCaF4PSi, computed with ωB97M-V/def2-TZVPD.

Summary:
- LUMO level: 2.652 eV
- Gap between HOMO and LUMO: 0.2412 Ha
- Net charge: -1
- HOMO level: -3.9 eV

Geometry as XYZ:
```
64
Properties=species:S:1:pos:R:3:mulliken_charge:R:1
Ca 10.66 6.87 11.04 1.4488
P 10.29 7.42 14.17 1.4996
Si 8.03 6.12 8.80 0.3186
F 13.38 6.71 11.99 -0.2910
F 12.24 5.00 10.88 -0.4571
F 14.45 5.39 10.47 -0.3044
F 12.81 6.85 9.77 -0.4180
C 6.26 5.90 8.19 -1.1134
C 12.23 9.30 14.99 -0.7834
C 8.17 9.26 14.44 0.0926
C 13.33 10.75 13.41 -0.5248
C 10.73 6.52 18.24 -0.8199
C 11.41 5.45 15.77 -0.9066
C 7.91 5.47 14.45 -1.3944
C 11.73 4.77 16.96 -0.6684
C 12.40 10.45 12.48 -1.0928
C 11.31 9.56 12.74 1.9742
C 8.52 7.78 8.11 -1.0750
C 10.32 9.32 11.74 -2.8294
C 13.25 10.17 14.70 -0.8758
C 10.37 7.23 17.08 1.1837
C 7.55 6.93 14.52 0.1294
C 5.87 8.67 14.59 -0.7514
C 9.70 8.54 17.23 -1.6746
C 6.22 7.31 14.54 -0.8556
C 11.34 5.28 18.18 -0.6145
C 8.39 6.01 10.56 -1.1436
C 6.83 9.63 14.47 -0.8058
C 10.70 6.65 15.81 -0.1492
C 9.08 4.78 8.01 -1.0750
C 8.54 7.94 14.48 1.0218
C 11.28 8.95 14.02 1.0780
B 13.27 5.98 10.79 0.4670
H 10.02 9.34 16.55 0.2093
H 8.63 8.45 17.18 0.2882
H 11.58 4.73 19.08 0.3526
H 12.28 3.84 16.92 0.4059
H 9.91 8.87 18.24 0.5320
H 10.47 6.94 19.19 0.4002
H 7.77 6.61 11.22 0.3033
H 7.00 4.86 14.42 0.4703
H 6.49 10.65 14.41 0.4281
H 8.47 5.19 15.34 0.2613
H 6.23 5.95 7.11 0.2981
H 8.30 4.93 10.91 0.1978
H 8.82 3.83 8.47 0.2996
H 14.01 10.40 15.44 0.3807
H 9.54 8.07 8.32 0.3541
H 12.45 10.95 11.54 0.4380
H 5.46 6.58 14.56 0.4332
H 8.48 5.24 13.54 0.1666
H 5.83 4.96 8.46 0.2968
H 14.20 11.38 13.20 0.3025
H 8.28 7.88 7.05 0.3207
H 11.71 5.04 14.82 0.4735
H 7.89 8.50 8.58 0.3184
H 8.95 10.01 14.33 0.3192
H 4.81 8.93 14.64 0.3470
H 10.22 10.09 10.94 0.2374
H 12.20 8.84 15.96 0.2581
H 8.97 4.69 6.93 0.3035
H 10.12 4.92 8.26 0.3143
H 5.61 6.72 8.51 0.2890
H 9.32 9.08 12.10 0.4108
```

<Q>
A molecular structure, C25H31BCaF4PSi, computed with ωB97M-V/def2-TZVPD.

Summary:
- LUMO level: 2.619 eV
- Gap between HOMO and LUMO: 0.2470 Ha
- Net charge: -1
- HOMO level: -4.1 eV

Geometry as XYZ:
```
64
Properties=species:S:1:pos:R:3:mulliken_charge:R:1
Ca -0.19 0.81 -1.70 1.7739
P -1.03 -0.29 1.12 1.1854
Si 3.16 0.87 -3.57 0.3071
F -1.57 4.41 -1.34 -0.3555
F 0.23 2.98 -0.91 -0.4546
F -1.00 2.66 -2.81 -0.5567
F 0.30 4.61 -2.55 -0.3246
C 1.46 0.53 4.18 -0.7787
C -0.90 -2.09 -0.84 1.9726
C 0.48 -2.59 1.18 -0.6376
C -3.59 0.50 1.92 1.0259
C -2.85 -0.59 1.50 0.0731
C -5.54 -0.91 1.75 -0.5951
C 1.73 0.93 1.71 -1.6779
C -0.49 -1.86 0.48 1.2049
C -0.51 -0.48 5.18 -0.9214
C 0.95 0.47 2.90 0.8210
C 2.41 1.04 -5.25 -1.0494
C 4.79 -0.03 -4.00 -1.1125
C 3.67 2.49 -2.78 -0.9552
C 2.07 -0.01 -2.38 -1.1642
C -1.76 -1.21 -1.60 -3.1069
C -0.28 -3.23 -1.43 -1.1786
C -4.82 -1.95 1.24 -0.7635
C -1.00 -0.59 3.85 -0.0405
C -4.94 0.29 2.12 -0.7063
C -0.32 -0.12 2.74 0.0014
C 0.69 -3.92 -0.79 -0.5346
C -3.45 -1.82 1.18 -0.3382
C 0.72 0.15 5.29 -0.5388
C 1.16 -3.65 0.54 -1.0956
C -2.91 1.76 2.33 -1.6145
B -0.52 3.76 -1.93 0.5806
H -5.57 1.13 2.45 0.2956
H 1.15 0.44 6.27 0.3064
H 4.70 2.82 -3.06 0.2957
H -2.10 2.09 1.71 0.2882
H -1.08 -0.87 6.01 0.4555
H -0.57 -3.46 -2.46 0.3550
H 5.39 -0.19 -3.08 0.2297
H 4.56 -0.93 -4.54 0.3220
H 1.23 -4.70 -1.30 0.3431
H 2.91 3.21 -3.00 0.2833
H 5.31 0.61 -4.75 0.2578
H 1.86 -4.31 0.98 0.4354
H 0.64 -2.25 2.16 0.6048
H -6.58 -0.93 1.96 0.3829
H -1.99 -1.02 3.61 0.3691
H 1.12 1.43 0.95 0.1642
H -5.32 -2.87 0.87 0.3559
H 2.40 1.04 4.30 0.4216
H -2.76 -2.62 0.86 0.3486
H 2.41 1.71 2.04 0.5133
H 3.64 2.47 -1.68 0.2514
H 2.59 -0.11 -1.43 0.1312
H 2.38 0.24 1.23 0.3364
H -3.65 2.54 2.59 0.4036
H 2.46 0.07 -5.77 0.2750
H 1.73 -0.99 -2.70 0.4870
H -2.01 -1.48 -2.56 0.6330
H 1.34 1.32 -5.25 0.2691
H -2.65 -0.77 -1.09 0.0823
H -2.42 1.67 3.29 0.3041
H 2.77 1.79 -5.94 0.3541
```

Which of them is the most stable, and which is the least stable? <P> and <Q>, in that order.